{"formula": "C3H7N4O3", "method": "ωB97M-V/def2-TZVPD", "homo_ev": [-12.4, -13.2], "e_above_lowest_kcal_mol": 86.0, "smiles": "NC(=[NH2+])/C(O)=C(/N)[N+](=O)[O-]", "total_charge": 1, "gap_ev": [6.449, 7.860], "e_tot_ev": -15316.061, "species": ["O", "O", "O", "N", "N", "N", "N", "C", "C", "C", "H", "H", "H", "H", "H", "H", "H"], "coordinates": [[-0.483, 1.652, -0.108], [3.906, -0.294, 0.023], [2.291, -1.703, -0.246], [2.374, 1.727, 0.060], [2.734, -0.578, -0.093], [-0.349, -1.951, -0.053], [-2.094, -0.434, -0.186], [-0.786, -0.706, -0.098], [0.059, 0.426, -0.123], [1.846, 0.520, -0.011], [-0.995, -2.724, -0.055], [3.391, 1.770, 0.035], [-2.408, 0.522, -0.122], [-0.050, 2.274, -0.713], [0.653, -2.145, -0.098], [1.854, 2.535, 0.363], [-2.784, -1.166, -0.179]], "atomic_forces_ev_per_a": [[-0.23, -0.13, 0.18], [0.44, -0.13, -0.08], [0.10, -0.42, -0.11], [0.39, -0.05, -0.12], [0.12, 0.27, 0.09], [0.01, -0.11, 0.05], [0.10, -0.04, 0.18], [-0.59, -0.23, -0.17], [6.83, 0.98, 0.05], [-6.65, -0.13, -0.08], [-0.06, 0.06, 0.01], [-0.15, 0.11, 0.05], [0.01, -0.10, -0.04], [-0.06, -0.19, -0.11], [-0.21, 0.22, 0.03], [-0.04, -0.10, 0.08], [0.00, -0.01, 0.00]], "nbo_charge": [-0.667, -0.338, -0.393, -0.739, 0.460, -0.710, -0.728, 0.399, 0.271, 0.314, 0.419, 0.457, 0.437, 0.512, 0.452, 0.430, 0.423]}

{"formula": "C5H35N2O11", "method": "ωB97M-V/def2-TZVPD", "homo_ev": -12.5, "e_above_lowest_kcal_mol": 58.2, "total_charge": 1, "gap_ev": 10.182, "e_tot_ev": -31250.406, "species": ["O", "O", "O", "O", "O", "O", "O", "O", "O", "O", "O", "N", "N", "C", "C", "C", "C", "C", "H", "H", "H", "H", "H", "H", "H", "H", "H", "H", "H", "H", "H", "H", "H", "H", "H", "H", "H", "H", "H", "H", "H", "H", "H", "H", "H", "H", "H", "H", "H", "H", "H", "H", "H"], "coordinates": [[0.217, 2.526, -3.112], [2.315, 1.107, -4.006], [2.771, -0.710, 0.235], [-1.514, -2.580, -0.778], [-1.084, -1.623, 3.753], [1.776, -1.534, 2.954], [-1.334, -1.813, -3.900], [0.834, 0.795, 5.511], [-0.979, 0.601, -4.659], [0.825, -1.439, -2.107], [2.073, -3.216, -0.557], [-0.900, 0.729, -1.329], [-0.321, -0.781, 0.929], [-0.453, 2.674, 2.479], [-1.187, 3.519, 3.185], [-0.585, 1.202, 2.421], [-0.384, 0.714, 0.954], [-1.406, 1.213, -0.072], [2.502, -1.441, 2.350], [0.567, -1.141, 0.555], [-1.445, 0.995, -2.133], [-1.649, -2.462, -1.742], [-2.125, 3.154, 3.582], [2.649, 0.281, -3.624], [-2.404, 0.716, 0.116], [2.669, -1.592, -0.186], [1.751, -1.030, 3.779], [0.503, 3.010, 2.037], [-0.996, -1.006, 0.156], [0.315, -0.719, -1.705], [2.256, -4.145, -0.320], [0.254, 1.557, 5.336], [0.025, 1.104, -1.503], [2.613, 0.014, -0.353], [2.263, 0.818, -4.931], [-0.380, -1.232, 1.858], [-0.354, 1.097, -4.066], [0.284, -1.914, -2.758], [-0.209, 3.302, -3.536], [-0.813, 4.515, 3.358], [0.549, 1.250, 0.690], [-2.024, -1.825, 3.804], [-1.813, 1.009, -4.372], [1.322, -3.185, -1.153], [1.044, 2.319, -3.596], [-1.079, -0.898, -4.129], [-0.634, -2.212, 4.382], [0.141, 0.675, 3.043], [0.159, 0.147, 5.764], [-1.620, 0.864, 2.676], [-1.644, 2.235, 0.200], [-1.430, -2.176, -4.788], [-1.914, -3.470, -0.692]], "atomic_forces_ev_per_a": [[-0.22, 0.76, -0.62], [0.25, -0.89, -0.72], [-0.10, -0.73, 1.19], [-0.82, -1.21, -1.13], [0.19, -0.10, 0.14], [-1.94, -0.81, 0.41], [0.06, -0.76, 0.00], [-0.97, 0.08, -0.15], [0.17, 1.09, 0.84], [0.92, -0.10, -0.02], [0.47, -0.94, 0.60], [0.17, 0.26, -0.26], [0.52, 0.61, -1.60], [1.61, 0.24, 0.41], [0.07, -0.52, -0.33], [-2.05, -1.09, -1.63], [0.44, 1.49, 1.57], [-1.25, -1.84, 1.86], [0.87, 0.84, 0.18], [0.30, 0.29, 0.13], [-0.22, 0.01, 0.05], [0.25, 0.48, 0.33], [-0.04, 0.34, 0.39], [-0.13, 0.26, 0.56], [0.85, 0.14, -0.11], [0.00, 0.53, -0.37], [0.98, 0.23, -0.62], [-0.46, 0.14, 0.27], [0.18, -1.00, 1.28], [-0.58, -0.48, -0.54], [-0.18, 0.71, -0.21], [0.61, -0.01, -0.02], [-0.12, 0.52, -0.06], [0.06, 0.16, -0.83], [-0.08, 0.53, 0.00], [-0.64, 0.12, -0.13], [-0.29, -0.28, -0.66], [-0.34, 0.58, 0.02], [0.62, -0.58, 0.33], [-0.46, 0.28, -0.08], [0.15, -1.14, -0.31], [0.00, -0.12, 0.18], [0.02, -0.27, -0.55], [-0.14, 0.13, -0.16], [-0.06, 0.26, 0.29], [-0.08, 0.41, 0.14], [-0.27, 0.13, -0.43], [-0.06, 0.23, 0.09], [0.36, -0.13, 0.09], [0.69, 0.29, 0.41], [0.54, 0.74, -0.90], [-0.15, -0.46, 0.15], [0.28, 0.61, 0.52]], "nbo_charge": [-0.996, -0.964, -1.001, -0.977, -0.966, -1.009, -1.016, -0.936, -0.951, -1.020, -0.979, -0.863, -0.767, -0.206, -0.374, -0.451, -0.041, -0.250, 0.512, 0.464, 0.382, 0.506, 0.199, 0.499, 0.191, 0.520, 0.502, 0.196, 0.483, 0.483, 0.493, 0.474, 0.382, 0.474, 0.487, 0.490, 0.500, 0.504, 0.495, 0.222, 0.206, 0.487, 0.476, 0.505, 0.517, 0.494, 0.497, 0.259, 0.467, 0.203, 0.219, 0.484, 0.490]}

{"formula": "C9H9IO", "method": "ωB97M-V/def2-TZVPD", "homo_ev": [-8.6, -8.6], "e_above_lowest_kcal_mol": 70.7, "gap_ev": [7.058, 7.059], "e_tot_ev": -19622.565, "species": ["I", "O", "C", "C", "C", "C", "C", "C", "C", "C", "C", "H", "H", "H", "H", "H", "H", "H", "H", "H"], "coordinates": [[-2.336, 2.867, 0.143], [-0.275, 1.874, 2.525], [-0.781, 0.110, 0.143], [-2.048, -0.443, -0.157], [0.316, -0.780, 0.374], [-1.093, -2.723, -0.002], [-2.161, -1.853, -0.245], [0.142, -2.185, 0.261], [0.505, 2.235, -0.227], [-0.595, 1.530, 0.233], [1.538, 1.841, -0.910], [1.522, 0.872, -1.498], [1.235, -0.398, 0.737], [0.572, 3.230, 0.177], [2.354, 2.552, -1.173], [-1.170, 2.176, 2.858], [-2.958, -2.367, -0.690], [-1.309, -3.784, 0.011], [-2.839, 0.200, -0.500], [0.971, -2.755, 0.528]], "atomic_forces_ev_per_a": [[0.68, -0.77, 0.01], [-1.30, 0.01, -1.82], [-0.11, -1.47, 0.40], [1.05, -1.77, -0.62], [-2.02, -0.79, -0.48], [-0.53, 0.79, 0.11], [1.30, 1.12, -0.12], [-0.27, 2.49, 0.63], [1.06, 2.19, 1.72], [-2.63, 0.38, 2.40], [1.80, -1.58, -3.25], [0.24, 1.07, 1.05], [0.74, 0.37, 0.12], [-0.13, 0.35, 0.10], [-0.71, -0.71, 0.42], [1.32, -0.53, -0.78], [-1.77, 0.01, -0.12], [0.34, 0.00, -0.21], [-0.27, -0.01, 0.24], [1.20, -1.15, 0.20]], "nbo_charge": [0.177, -0.888, -0.108, -0.178, -0.150, -0.174, -0.208, -0.212, -0.377, 0.190, -0.279, 0.204, 0.230, 0.245, 0.217, 0.432, 0.214, 0.220, 0.230, 0.216]}